Version w
{
  "formula": "C5H12N2",
  "method": "the ωB97M-V functional and the def2-TZVPD basis",
  "orbital_gap_ev": [9.5, 5.6],
  "multiplicity": 2,
  "total_charge": 1,
  "species": ["C", "C", "C", "C", "N", "C", "N", "H", "H", "H", "H", "H", "H", "H", "H", "H", "H", "H", "H"],
  "coordinates": [[-0.49090, 1.75800, 0.50757], [0.11101, 1.04563, -0.69339], [0.13661, -0.46172, -0.40836], [-0.53930, -1.39178, -1.11523], [-0.84376, -2.64755, -0.88382], [1.00585, -0.71422, 0.82152], [0.56568, 2.36682, 1.34343], [-0.88910, 2.66515, 0.00497], [-1.37469, 1.38262, 1.03465], [-0.46519, 1.17598, -1.63217], [1.14678, 1.33309, -1.02158], [-1.27456, -1.01847, -1.98826], [-1.20245, -3.32993, -1.54407], [-0.62439, -3.10370, -0.00355], [1.87966, -0.11283, 1.06415], [1.51448, -1.71857, 0.70972], [0.37835, -0.94355, 1.65613], [1.25788, 1.66836, 1.49209], [0.27404, 2.81745, 2.20460]]
}

---

Version x
{
  "formula": "C5H12N2",
  "method": "the ωB97M-V functional and the def2-TZVPD basis",
  "orbital_gap_ev": [11.4, 7.2],
  "multiplicity": 2,
  "total_charge": 1,
  "species": ["C", "C", "C", "C", "N", "C", "N", "H", "H", "H", "H", "H", "H", "H", "H", "H", "H", "H", "H"],
  "coordinates": [[1.98381, -1.05678, 0.07756], [0.87510, -1.30503, -0.96255], [-0.59718, -1.48466, -0.62012], [-1.48746, -0.19736, -0.81959], [0.22635, 2.16910, 1.44055], [-0.30606, 1.04267, 0.93000], [-1.07917, 0.92800, -0.07238], [1.79627, -0.13329, 0.63085], [2.84238, -0.79944, -0.54109], [2.12502, -1.88251, 0.76563], [1.25204, -2.14060, -1.55917], [0.90135, -0.56410, -1.76895], [-1.05701, -2.10793, -1.38653], [-0.80943, -1.89966, 0.36705], [-1.53265, -0.11175, -1.90822], [-2.51837, -0.43279, -0.53637], [0.04106, 2.30153, 2.42670], [-0.06167, 2.92605, 0.82484], [-0.23144, 0.15831, 1.56276]]
}

---

It turns out version w is the most stable, with the second structure 0.134 eV higher.

---

Version w
{
  "formula": "C3H5NS2",
  "method": "the ωB97M-V functional and the def2-TZVPD basis",
  "smiles": "[S-][N+]1=CCCS1",
  "orbital_gap_ev": [7.6, 7.6],
  "species": ["S", "N", "C", "C", "C", "S", "H", "H", "H", "H", "H"],
  "coordinates": [[3.33212, 1.97384, -0.35668], [1.88046, 1.28565, -0.41722], [1.10794, 0.82201, 0.66712], [-0.19004, 0.22258, 0.28958], [-0.01242, -0.28136, -1.13568], [1.03359, 0.96722, -1.94960], [1.49386, 0.97316, 1.65385], [-0.45465, -0.58934, 0.96767], [-0.98792, 0.97590, 0.33297], [0.54575, -1.21730, -1.16076], [-0.94557, -0.39144, -1.67619]]
}

---

Version x
{
  "formula": "C3H5NS2",
  "method": "the ωB97M-V functional and the def2-TZVPD basis",
  "smiles": "C=CS/C=N\\S",
  "orbital_gap_ev": 9.5,
  "species": ["C", "C", "S", "C", "N", "S", "H", "H", "H", "H", "H"],
  "coordinates": [[-2.22953, -1.37525, -0.00767], [-1.39951, -0.46774, 0.51649], [-1.03279, 1.06434, -0.30072], [0.63752, 1.38785, 0.22142], [1.65438, 0.63610, 0.28222], [1.58229, -0.99597, -0.19443], [-2.62317, -1.24136, -1.00688], [-2.49218, -2.23831, 0.57356], [-0.97761, -0.57298, 1.51157], [0.76832, 2.42897, 0.49580], [2.90099, -1.19208, -0.00859]]
}

---

Version y
{
  "formula": "C3H5NS2",
  "method": "the ωB97M-V functional and the def2-TZVPD basis",
  "orbital_gap_ev": [7.0, 7.0],
  "species": ["C", "C", "C", "N", "S", "S", "H", "H", "H", "H", "H"],
  "coordinates": [[-0.44378, -0.99065, 0.20676], [0.07861, 0.19788, -0.17550], [1.53296, 0.42757, 0.00266], [-1.71820, -1.38747, -0.00920], [-2.38732, 1.50871, 0.12719], [-2.95630, -0.35373, -0.08029], [0.04586, -1.60566, 0.94418], [-0.39694, 0.80205, -0.99019], [1.95774, 1.38992, -0.32705], [2.29771, -0.13695, -0.63896], [1.98968, 0.14833, 0.94040]]
}

---

It turns out version x is the most stable, with the second structure 0.255 eV higher.